82
Properties=species:S:1:pos:R:3:lowdin_charge:R:1 method="wB97M-V/def2-TZVPD" total_charge=+2 max_force_ev_per_a=0.51 homo_lumo_gap_ha=0.322 e_above_lowest_kcal_mol=0.00
C -1.55115 -4.32517 1.05900 -0.0047
H -4.03119 -2.04283 0.25555 0.0868
C -2.31645 -3.01130 1.13941 -0.5939
H -1.22134 2.04310 -1.55966 0.0822
H -3.37578 -3.53139 2.93342 0.1027
H 4.00799 -4.55891 0.43838 0.1327
H -4.44774 0.05063 -1.78577 0.0990
H 0.97744 4.41103 0.57784 0.0991
H -0.72250 -4.31476 1.76839 0.0849
H 4.89613 1.69860 2.04485 0.1253
H -1.16304 -4.48263 0.05151 0.0757
H -0.84510 5.75146 1.56842 0.1282
C 4.99617 2.70622 -1.19360 -0.0827
O -0.40608 0.30162 3.84377 0.2023
C 0.69744 -0.61755 -3.39739 -0.0084
C -3.50247 -2.99608 0.18764 -0.0112
H -1.87626 -2.62937 3.21699 0.0855
C -0.49036 2.02950 2.25341 -0.1767
H -2.97576 0.44373 -2.68182 0.0716
H 4.31599 -0.51044 -0.91421 0.0971
C 2.20219 -1.80566 1.20432 -0.1769
Si -1.33536 -0.72348 -0.22900 0.1665
C -0.26044 -1.62460 -2.76650 -0.6077
C -3.74664 0.84927 -2.03341 -0.0069
H 3.55003 3.76515 2.23675 0.1247
C -4.21233 1.96574 0.15572 -0.0073
C -0.78074 4.69325 1.77903 -0.0123
H 1.32831 -1.09478 -4.14617 0.1017
H -4.67829 2.83934 -0.29992 0.1027
C 0.50364 -2.77185 -2.12449 -0.0012
C 3.67518 -3.53004 0.44288 0.0100
O -2.47244 0.37113 0.01574 -0.0657
H 5.90138 1.07591 -0.12832 0.1186
C 2.60743 -3.12984 1.23090 0.0434
C 3.70784 4.24682 0.14214 -0.1257
H -1.79384 3.01801 -0.18020 0.0595
C 3.84610 -1.27387 -0.30493 -0.1315
H 1.14400 -2.39195 -1.32872 0.0674
C -2.74803 -2.71889 2.56873 -0.0025
N 2.82240 -0.88015 0.45782 -0.0147
C 5.23022 1.92304 -0.07034 -0.1297
H -4.97845 1.21024 0.32678 0.0979
H -2.52884 3.22090 -1.77531 0.1049
N 0.43896 -0.19450 1.77119 -0.0205
H 4.09000 4.49808 -1.95494 0.1251
C -0.20687 0.62474 2.71091 -0.3343
O 0.17691 0.01438 0.41094 -0.3005
H -1.94456 -2.84973 -3.30313 0.0917
H -3.31904 -1.78975 2.61280 0.0949
C -3.13020 1.41567 -0.76033 -0.5944
H 5.14043 -2.82848 -0.98166 0.1269
H -4.19349 -3.79541 0.44946 0.1056
H -2.22047 2.15936 3.49100 0.1434
H 3.19526 5.19596 0.23559 0.1185
O -1.37529 -1.96360 0.75662 -0.0700
H 2.07838 -3.82046 1.87272 0.1363
C -1.55139 2.70072 2.83672 0.0329
H 0.13599 0.19128 -3.86502 0.0974
C 0.24412 3.94780 1.22762 -0.1340
H -3.17314 -3.14727 -0.84422 0.0888
H -0.75559 -2.65937 -4.60020 0.1029
C -1.70677 4.05626 2.59122 0.0043
C -1.26408 -2.14615 -3.78452 -0.0029
H 1.33750 -0.18893 -2.61667 0.0483
O -1.01159 -0.89296 -1.77660 -0.0723
C 4.65844 2.26921 1.15506 -0.1487
H -3.78196 2.25274 1.11605 0.0713
Pb 2.04600 1.46846 -0.01150 1.6269
O 0.81993 -2.04358 3.09613 0.1990
H 5.45268 2.44880 -2.14058 0.1249
C -2.10120 2.49364 -1.08626 -0.0042
C 4.22977 3.86507 -1.08841 -0.0790
N 0.39374 2.63771 1.45160 -0.0193
H -2.52653 4.60229 3.03797 0.1341
H -1.84949 -1.32530 -4.19788 0.0914
H -4.28670 1.63066 -2.56635 0.1031
C 3.90596 3.44467 1.26504 -0.1502
H 1.12167 -3.26922 -2.87131 0.1061
H -0.18428 -3.50344 -1.69936 0.0824
C 4.30409 -2.57846 -0.34399 -0.0070
C 1.07481 -1.41499 2.11696 -0.3322
H -2.21130 -5.15504 1.30773 0.1027

18
Properties=species:S:1:pos:R:3:lowdin_charge:R:1 method="wB97M-V/def2-TZVPD" total_charge=0 smiles=CC(C)CCO max_force_ev_per_a=3.92 homo_lumo_gap_ha=0.397 e_above_lowest_kcal_mol=42.71
C -0.58462 -1.51252 -0.25100 -0.1020
H 2.62386 -0.69970 0.32619 0.1008
C 1.89107 -0.79371 -0.55189 -0.0828
H -0.03553 -2.41893 -0.40284 0.0520
H -0.75261 1.67611 2.16380 0.1522
O -1.59868 1.53427 1.53341 -0.1741
H 0.63998 1.54594 0.55749 0.0781
C 0.51362 -0.53594 0.09563 -0.4416
C -1.38115 1.41057 0.11708 -0.2425
H -1.70062 2.46174 -0.32146 0.1353
H 0.48817 1.31277 -1.09007 0.0939
H -2.24705 0.74121 -0.06499 0.1059
H 1.94202 -1.82676 -0.94347 0.0621
H 0.59605 -0.68005 1.21618 0.1377
H -1.36599 -1.69759 0.48818 0.0798
C 0.11506 0.96342 -0.13741 -0.1550
H 1.99277 -0.15984 -1.51710 0.1008
H -1.13633 -1.32098 -1.21772 0.0995

67
Properties=species:S:1:pos:R:3:lowdin_charge:R:1 method="wB97M-V/def2-TZVPD" total_charge=0 max_force_ev_per_a=0.51 homo_lumo_gap_ha=0.338 e_above_lowest_kcal_mol=0.00
H -4.25350 1.88353 2.51405 0.0747
H 3.87663 -3.19753 0.51011 0.0695
H 0.41305 0.93005 -2.12631 0.0841
H -3.96599 2.42531 6.72597 0.0767
O -2.41697 -7.20091 -3.76990 -0.1332
O -0.22593 4.46095 -2.43341 -0.1299
C -3.64762 1.47858 6.29503 -0.1602
H -3.41797 -5.76009 -2.63506 0.0554
C 2.06310 -2.51736 -0.52971 -0.3651
C 6.10921 -0.60641 -0.31577 -0.1445
H 4.97558 -0.70749 -1.90473 0.0786
H -2.88897 1.03869 6.94835 0.0745
H -0.54172 3.68157 1.82506 0.0647
H -5.28938 3.04610 -0.76530 0.0743
H 6.84870 -4.95046 1.89622 0.0708
H 3.67293 -3.83397 -1.12158 0.0742
H 5.94518 0.45174 -0.09871 0.0780
H 6.52148 -3.82229 -0.67115 0.0657
H -0.39246 5.23099 0.97818 0.0715
O -3.25275 0.82115 1.09656 -0.1394
H 6.36212 -5.54750 -0.30613 0.0776
Br 0.79864 -0.89905 1.51435 0.7139
H -3.59569 2.87341 1.19068 0.0645
C 3.14084 -3.56078 -0.20661 -0.1137
H 0.81473 4.76208 2.18689 0.0780
H -1.14750 0.08912 -1.93460 0.0649
H -2.57667 -5.14009 -4.07305 0.0736
H -4.55012 4.46005 -1.53823 0.0683
H 7.06755 -0.72120 -0.82894 0.0768
H -2.01342 5.29792 -2.88664 0.0727
O 1.00672 3.77217 0.42809 -0.1379
C -1.06055 5.61213 -2.46750 -0.1449
H 2.68046 -4.48400 0.15944 0.0549
H -4.51024 0.80764 6.25453 0.0762
C 0.16960 4.38862 1.39378 -0.1468
O -3.13879 1.76872 5.00217 -0.1328
H -0.50838 -2.46548 -1.50676 -0.1204
O 5.03629 -1.16734 -1.06481 -0.1348
H -0.23343 0.80768 0.11023 -0.0421
H -0.64334 6.39789 -3.10228 0.0769
I -0.60806 -5.21395 -0.54469 0.4002
O -5.25338 4.82431 0.33264 -0.1302
H 7.94607 -4.74943 -0.16516 0.0759
H -1.10237 1.80612 -2.38943 0.0739
C -5.36762 4.12793 -0.90359 -0.1589
C 0.88826 -2.53981 0.46683 -1.0596
O 6.55301 -4.24789 1.31434 -0.1282
H -5.96865 4.52958 0.89970 0.0726
H 0.62237 4.72131 -2.06234 0.0708
H -2.85205 0.94740 4.59532 0.0717
C -0.62125 1.03746 -1.79076 -0.1289
P -0.83380 -2.81012 -0.17562 0.4221
C 6.86985 -4.62201 -0.02053 -0.1609
H -6.31469 4.36108 -1.39781 0.0756
H 1.67004 -2.70955 -1.53443 0.0819
H 6.15149 -1.15459 0.62308 0.0768
H -1.23661 6.01949 -1.46871 0.0733
H -2.50167 0.96393 0.50481 0.0302
C -3.40532 2.01992 1.84763 -0.1559
H 2.51102 -1.52330 -0.54039 0.0694
C -3.14202 -5.98489 -3.66867 -0.1867
O -0.67879 1.47123 -0.43351 -0.1746
H 0.43021 3.40004 -0.25003 0.0283
H -1.60998 -7.10729 -3.25856 0.0393
H 1.04939 -3.33632 1.19688 0.0176
H -2.51616 2.22463 2.44839 0.0622
H -4.05066 -6.10180 -4.25502 0.0767

9
Properties=species:S:1:pos:R:3:lowdin_charge:R:1 method="wB97M-V/def2-TZVPD" total_charge=-1 max_force_ev_per_a=3.93 homo_lumo_gap_ha="0.296 / 0.296" e_above_lowest_kcal_mol=60.38
H -0.33727 0.42298 0.14487 -0.2567
S 0.01160 -1.23803 0.48198 0.5057
N 1.02752 -1.19114 -0.82268 -0.6046
O -0.48782 1.33840 -0.09140 -0.2346
O 2.06109 2.43934 -0.11224 -0.4472
O 1.31057 1.36663 1.98480 -0.4506
S 1.48600 1.30007 0.54637 0.7091
H -0.55643 1.09059 -1.05159 0.0748
O 0.51829 -0.66309 -1.88100 -0.2960